No. 1
C24H14Cl60FO2S | wB97M-V/def2-TZVPD

```
102
Properties=species:S:1:pos:R:3:mulliken_charge:R:1
Cl -0.4774 1.5691 -3.5786 -0.05
Cl -2.6303 0.1965 -2.1836 -0.08
C 5.2719 -2.8639 -6.4064 0.28
C -2.1812 -1.5880 0.1538 -0.71
Cl -5.7518 -0.0174 -5.7757 0.02
C -1.8984 0.5128 -3.7769 -0.04
C 1.2415 6.4110 -0.0028 0.19
Cl 1.5309 -4.8320 0.1038 -0.06
Cl -3.0915 1.3138 -4.8301 0.17
C -0.5502 -1.4727 0.3917 0.80
Cl -8.4488 2.8404 4.5274 -0.09
Cl 2.8940 6.5937 -0.6431 0.01
H -3.7255 1.5703 3.9948 -0.42
Cl -5.3078 -2.1231 -3.8176 -0.02
Cl -1.5381 -4.0187 -2.2467 -0.01
Cl 5.0596 2.9601 -1.9697 -0.01
Cl -3.8862 1.5126 7.6561 -0.06
Cl -8.9744 2.1678 -4.5347 -0.07
C 7.7931 6.0590 -2.5904 0.21
C -7.9888 3.0650 -3.3523 0.20
C -1.8520 2.7740 -0.3288 -0.07
Cl 8.6185 -0.4607 -5.3227 -0.08
Cl -4.3799 4.1419 8.8000 -0.07
C 2.4497 -9.1831 4.6885 0.32
Cl 0.8151 -9.5103 5.3177 -0.09
Cl 3.8002 3.5175 0.5932 -0.10
C -0.4783 2.6173 3.9217 0.04
H -0.2690 -1.2955 1.5375 -0.06
C 1.6343 1.7725 3.0317 0.39
Cl -6.9406 0.4985 5.3681 -0.10
Cl -5.8174 2.3224 3.3990 -0.08
Cl 0.6498 7.9899 0.5731 -0.08
Cl 3.6407 -2.4786 -5.8021 -0.07
C -4.4205 4.8729 -7.0265 0.23
C -6.8196 2.2042 4.8674 0.26
H 2.5294 2.3697 2.5267 0.09
Cl 1.2536 5.2518 1.3503 -0.02
H -0.8601 0.3301 4.2477 0.30
C -6.4055 -1.5251 -5.0873 0.12
C -2.9424 -0.0725 2.6037 -0.53
H -1.7187 3.9513 -0.4757 0.25
F 0.1265 -0.5044 -0.5026 -0.31
C -1.4613 1.3335 4.3084 -0.33
Cl -4.8062 3.2541 -6.3899 0.04
Cl 8.8241 -9.9756 4.2297 -0.09
S -3.1298 -0.0644 0.7435 0.47
Cl 6.2602 6.5930 -1.8557 -0.02
Cl 2.4062 -9.1570 2.9075 -0.09
C 7.6649 -10.3267 5.5365 0.34
H -1.7472 1.4731 5.4571 0.08
Cl -3.3678 -4.8045 -0.1253 -0.10
Cl 5.1411 -3.7324 -7.9567 -0.10
C 4.1837 2.2445 -0.5931 0.15
H -2.4692 -1.9170 -0.9506 0.44
O 0.9014 2.2110 4.2321 -0.36
Cl 2.6731 1.4987 -1.1731 0.03
C -2.3225 -5.3999 -1.4396 0.26
C 8.7395 1.2449 -5.8233 0.35
Cl -1.3943 -1.0284 -4.5154 -0.12
Cl -9.0341 3.6604 -2.0380 -0.10
H -0.7651 3.4845 4.6866 -0.12
Cl -2.4256 3.8266 6.6677 -0.05
H -2.7280 2.3051 2.5719 0.55
Cl 6.1881 -1.3548 -6.6465 0.00
Cl -1.0761 -6.4793 -0.7644 -0.06
H -0.1122 -2.5501 0.1242 -0.12
C -3.1389 3.0646 8.1116 0.23
Cl 9.4875 2.1961 -4.5156 -0.09
Cl 7.4744 4.7215 -3.7236 0.01
Cl 6.1176 -3.8898 -5.2204 -0.11
Cl 2.0123 -2.6508 1.9682 0.02
H -0.6190 2.9483 2.7911 0.18
Cl 8.5354 7.4189 -3.4702 -0.09
Cl -6.7424 1.9857 -2.6771 -0.01
Cl -5.1404 5.0614 -8.6453 -0.08
Cl 3.5639 -10.4607 5.2367 -0.03
Cl 7.1104 1.8811 -6.1633 -0.11
Cl -8.0116 -1.2092 -4.3835 -0.06
Cl 5.2018 1.0019 0.1775 -0.09
C -2.3269 1.4559 -0.0518 -0.07
C -2.7750 1.3960 3.3056 0.09
Cl -1.8640 2.7772 9.3226 -0.09
H -3.9223 -0.5750 3.0646 0.38
Cl 6.4393 -9.0353 5.6060 -0.05
H -2.5530 -2.4833 0.8461 0.24
O 1.2929 0.6151 2.4220 -0.38
Cl -3.3081 -6.2972 -2.6221 -0.07
Cl 8.5302 -10.4087 7.0918 -0.09
Cl 9.7417 1.3632 -7.2918 -0.08
Cl -2.6523 5.0618 -7.1371 -0.09
Cl -6.5508 -2.7507 -6.3723 -0.09
Cl -5.0831 6.1142 -5.9334 -0.11
Cl -7.2044 4.4463 -4.1593 -0.02
C 2.6039 -4.2297 1.3923 0.15
Cl 6.8660 -11.8872 5.2183 -0.10
Cl -6.0716 3.1553 6.1752 0.00
Cl 2.6160 -5.3888 2.7455 -0.01
Cl 8.9023 5.5026 -1.3119 -0.10
Cl 4.2565 -4.0470 0.7520 -0.09
Cl 0.1685 5.8087 -1.2913 -0.08
H -2.0673 -0.8372 2.8577 0.36
Cl 3.0133 -7.6043 5.2920 -0.11
```

Calculated values
- charge = +1
- LUMO (eV) = -4.0
- HOMO-LUMO gap (eV) = 8.08
- multiplicity = 1
- E (hartree) = -29182.098374

No. 2
C32H63Cl10N7O6 | wB97M-V/def2-TZVPD

```
118
Properties=species:S:1:pos:R:3:mulliken_charge:R:1
C -2.4294 2.6683 -2.6659 0.54
N -3.1436 3.1475 2.5702 0.17
H 1.2196 3.1016 -0.3975 0.35
H 0.2103 -6.7782 2.0796 0.34
C -2.3193 -0.4887 1.3413 -1.03
H 0.2827 2.8927 -3.0560 0.38
O 1.5578 0.3912 2.9987 -0.76
Cl -1.7290 -3.1681 -3.8776 -0.18
H -0.7437 2.5308 -5.3580 0.28
H 3.4368 0.4918 -4.3997 0.50
H 3.8001 2.9545 4.5516 0.38
H -4.7377 0.7305 -2.7556 -0.52
C 1.3472 -4.5687 1.9619 -0.16
H -0.5576 -6.5080 0.5452 0.38
H 0.6304 1.7698 6.1172 -0.30
C 4.4069 -3.4240 -4.7816 -0.52
C 0.9180 0.9194 -5.1505 0.29
H -2.1620 3.6191 0.7369 0.58
H -3.2651 -0.3735 1.8498 0.54
C -1.9115 3.0906 1.6567 0.75
Cl 2.2469 0.9338 8.4551 -0.18
C -3.1125 3.1082 3.8792 0.13
N 2.1467 2.5447 3.4345 0.50
H 1.8002 4.5127 -1.4028 0.37
C -2.4632 -0.9848 -5.3883 -0.12
N -0.6671 -0.7426 -0.1219 0.73
C 0.0338 1.5608 7.0051 0.09
H -0.7175 1.4142 -6.4757 0.41
H 0.3023 -4.7070 -1.1597 0.41
C -1.4295 -2.8347 3.5687 -0.95
H -2.5746 0.1253 -0.8825 0.51
C 0.4160 -6.5527 1.0332 -0.99
H -1.4325 -0.8757 -5.7256 0.00
O 1.8536 -3.4351 1.8893 -0.58
Cl 5.1037 -1.7522 -5.1062 -0.19
Cl -0.4826 -0.1332 6.8577 -0.20
Cl -6.3038 -0.9293 -2.5769 -0.23
H 0.2597 1.8638 3.1338 0.27
H 2.2969 4.6249 2.9091 0.37
H 1.1119 -5.0806 2.9078 0.43
H 4.1477 -1.9041 2.4467 0.12
C -1.3041 -1.3541 3.4034 -0.14
Cl 2.2035 -2.0026 -3.8227 0.13
H 1.1325 -0.3085 -1.0704 0.09
C 1.6279 3.9110 3.3895 -1.06
H 5.7827 -2.5731 -0.0992 0.38
H -0.3239 0.1316 -2.0462 -0.18
O -2.0197 3.7439 -3.1817 -0.59
H 0.9818 -7.2663 0.4343 0.28
H -3.7277 -1.7584 -3.7774 0.36
H -7.4887 1.5555 -3.2989 0.39
O -2.0671 2.9407 4.5213 -0.56
H 4.7808 -3.9394 -5.6663 0.36
H -4.6554 2.0092 1.4898 0.25
H -0.4984 -0.9106 3.9886 -0.08
C 4.8222 -2.4952 0.4101 -0.72
H 4.9791 -3.9485 -4.0163 0.33
C -4.4377 2.9854 1.9232 -0.92
C -2.6654 -1.6076 -3.9695 0.42
H 1.5725 0.4056 -5.8545 0.31
Cl -7.7277 2.1620 -1.1201 -0.20
H 0.6696 2.5206 -6.5245 0.43
H 1.6788 4.2604 4.4207 0.35
C 2.8383 -3.3996 -4.7631 -0.63
C 1.3023 1.5185 3.2108 0.18
C 0.0182 1.9424 -5.8692 -1.44
H -4.6740 3.6826 1.1194 0.28
H 2.4782 -4.3370 -4.3391 0.31
Cl 5.5210 -0.0453 1.8183 -0.21
C -2.0068 -0.2666 -0.0515 -0.38
Cl 3.5515 -1.6565 -0.5154 0.11
H 0.2335 1.7729 9.1954 0.34
H 4.5200 -3.5356 0.5299 0.26
H -5.2373 2.9779 2.6640 0.34
H -0.8661 2.1459 6.8155 0.32
C -5.7055 0.6615 -2.2591 0.80
H 5.8710 -2.3021 2.4006 0.47
H -6.3811 2.7952 -2.8900 0.30
H 0.9426 2.9483 8.2708 0.32
H -1.4730 -3.2709 4.5667 0.46
H 1.6744 -3.8260 -0.6386 -0.02
C 3.5484 2.3290 3.6952 -1.10
H 2.7823 3.6152 -0.3210 0.40
H 0.7148 -1.5184 1.4174 1.06
H 1.9028 -5.5171 -0.9744 0.37
C 5.0603 -1.8170 1.8570 -0.40
H -2.4578 -0.9020 -3.1651 -0.47
C 1.1990 -4.8026 -0.5474 -0.81
H -2.2114 -3.2558 2.9368 0.36
O -2.1266 1.5312 -3.1060 -0.20
H 0.0563 -1.4788 -1.9029 0.07
O -3.1994 2.9098 -1.7149 -0.57
H 2.5145 -3.1769 -5.7798 0.31
H 0.3286 0.0896 -4.7605 -0.12
C 3.3051 1.8964 -2.6322 -0.63
C 1.9902 3.4955 -1.0602 -0.98
C -0.2779 -1.1828 1.1560 -1.34
C 0.7971 1.8681 8.2673 -0.42
H -0.5556 -3.3237 3.1382 0.01
C -6.7604 1.8358 -2.5380 -0.43
H 3.8975 1.3881 4.1204 0.34
H 0.6415 3.9708 2.9297 0.20
Cl -3.2876 -1.8526 -6.7064 -0.18
C 0.1013 -0.5597 -1.3187 -0.07
H -2.1791 -0.8678 3.8347 0.31
N 1.6549 1.4436 -4.0379 0.46
H -2.8375 0.0350 -5.2983 0.21
N 2.2102 2.6418 -2.1845 0.36
H -0.9545 3.3202 2.1251 -1.01
C 1.2603 2.4459 -3.1612 -0.82
H -4.1210 3.2103 4.3090 0.30
H -1.8258 2.0916 1.2291 -0.17
C 2.9544 1.2040 -3.7467 -0.32
N 0.9213 -5.2033 0.8540 0.32
H 4.2502 1.8799 -2.1098 0.55
H -5.4916 0.6102 -1.1915 -0.09
N -1.3010 -1.0183 2.0404 0.86
H 4.2268 2.6421 2.9016 0.27
```

Calculated values
- <S²> = 0.758
- charge = +1
- LUMO (spin up / spin down) (eV) = -2.3 / -3.2
- HOMO-LUMO gap (spin up / spin down) (eV) = 9.14 / 8.23
- multiplicity = 2
- E (hartree) = -6693.424541

No. 3
C25H23N10O7PS5Ti | wB97M-V/def2-TZVPD

```
72
Properties=species:S:1:pos:R:3:mulliken_charge:R:1
H 0.4903 1.5473 -2.4827 0.46
C -3.2045 0.3198 -1.2405 -0.38
C 1.9774 -5.8575 -2.5220 -0.86
O -2.3565 -1.0675 -3.6375 -0.57
O -0.0984 -1.1195 -4.1229 -0.62
C -1.2960 -1.9027 1.0781 -0.59
C -0.3689 -5.3321 -3.2835 -0.57
C 1.4087 5.6560 4.6658 -0.49
C 0.5771 -2.5069 0.2078 -0.23
O -1.6703 -0.9706 -6.0009 -0.68
N -0.4831 -3.2537 -2.5582 1.00
N 1.6491 3.5139 3.4869 0.49
H -5.7576 0.3870 -1.5803 0.43
C 1.1895 0.7644 -2.2455 -0.60
S 3.2854 1.8163 2.7479 -0.14
C 0.7116 -3.7042 -2.2626 -0.10
S 4.0098 3.7799 4.8767 -0.40
O -5.3760 3.1863 -0.4216 -0.64
N 0.6914 -2.6953 1.5371 0.33
H 2.2732 -5.9349 -1.4806 0.31
H 3.2302 1.5439 -2.6493 0.54
H -2.1766 -4.0758 -3.5655 0.54
H 2.3753 -3.9225 1.8096 0.33
H -0.6453 -2.3031 3.1718 0.45
C 1.9103 -3.0493 2.2592 -0.89
H -2.6013 3.3180 -0.1098 0.51
H -0.6188 1.6826 -0.2633 -0.32
C 0.6155 6.5453 5.3801 -0.56
P 1.8452 -2.8936 -1.0569 -0.68
C -3.7440 1.5658 -0.8774 0.18
H 1.6529 -3.2718 3.2904 0.36
C -0.4876 4.1897 4.4231 -0.31
N -1.8822 0.3425 -1.0975 1.32
C 4.3476 -0.9448 -2.0006 -0.98
C -1.2701 5.0844 5.1378 -0.55
S 1.2273 0.6332 0.8761 -0.01
H -1.3296 6.9569 6.1955 0.37
O -5.0240 -1.1606 -1.6620 -0.87
H -2.3117 -1.5467 1.1042 0.54
Ti -1.1704 -1.4025 -2.1434 -0.64
C 1.8580 -1.2180 -1.7399 -0.27
C -0.7202 6.2645 5.6273 -0.43
S -1.3572 1.4635 -4.5217 -0.49
C -1.1744 -4.2352 -3.2084 -0.71
C 2.5409 0.7646 -2.3677 -1.04
H 4.8380 -0.5879 -1.0972 0.31
C 2.9214 3.1550 3.7692 0.19
S -1.3505 -0.5011 -4.6818 1.12
H -2.3131 4.8528 5.3166 0.35
N 2.9619 -0.4985 -2.0337 0.24
H 4.3837 -2.0288 -2.0203 0.35
O -2.9660 -2.0156 -1.4091 -0.49
N 0.7713 -0.4760 -1.8407 1.36
H 1.0517 7.4682 5.7447 0.35
H 2.8134 -5.4658 -3.0951 0.30
C 0.8575 4.4709 4.2045 0.37
C -5.1366 2.0858 -0.8630 0.45
C 1.6770 1.8095 2.0491 -0.06
O -6.0866 1.3110 -1.3617 -0.56
N 0.9406 2.7630 2.5344 -0.70
H 2.6072 -2.2117 2.2364 0.31
C -2.6503 2.3050 -0.4780 -0.51
H 1.7261 -6.8454 -2.8955 0.33
H -0.9022 3.2729 4.0292 0.48
H 4.8710 -0.5585 -2.8703 0.38
H -0.5303 -6.3088 -3.7085 0.44
N -0.6107 -2.0354 -0.0937 0.91
C -0.4935 -2.3009 2.1053 -0.77
N -1.5631 1.5443 -0.6243 -0.26
N 0.8066 -4.9928 -2.6627 0.18
H 2.4480 5.8792 4.4771 0.34
C -3.8144 -1.0473 -1.5040 1.04
```

Calculated values
- <S²> = 0.752
- charge = -1
- energy relative to the best compared isomer or geometry (same formula, charge and spin) (kJ/mol) = 88.3
- LUMO (spin up / spin down) (eV) = 1.5 / 1.5
- HOMO-LUMO gap (spin up / spin down) (eV) = 6.62 / 6.71
- multiplicity = 2
- E (hartree) = -5222.810055